(1)
26
Properties=species:S:1:pos:R:3 method="wB97M-V/def2-TZVPD" relative_energy_kcal_mol=175.8 total_charge=0 smiles=N[C@@H]1[C@@H]2CC[C@H]1c1cc(O)ccc12
C -1.831 1.043 -0.361
C -1.376 -0.085 0.807
C -0.932 1.079 1.898
C -0.336 2.341 0.897
C -0.465 1.563 -0.343
C 0.506 0.354 -0.227
C 1.723 -0.152 -0.772
C 2.050 -1.647 -0.839
C 1.041 -2.719 -0.368
C -0.031 -2.193 0.352
C -0.206 -0.670 0.391
H -2.470 2.962 -0.327
H -3.907 1.420 -0.259
H -2.181 0.442 -1.173
H -2.276 -0.462 1.298
H -1.860 1.797 2.176
H -0.062 0.860 2.704
H 0.701 2.436 1.131
H -0.840 3.394 0.844
H -0.499 2.345 -1.243
H 2.342 0.500 -1.129
H 3.469 -0.939 -1.988
H 1.293 -3.678 -0.635
H -0.887 -2.922 0.488
N -2.842 1.912 0.162
O 3.276 -1.878 -1.453

=====

(2)
83
Properties=species:S:1:pos:R:3 method="wB97M-V/def2-TZVPD" relative_energy_kcal_mol=220.3 total_charge=-1
C 10.206 -2.972 -0.276
C 9.632 -1.605 0.007
C 9.247 -1.165 1.564
O 9.719 -1.942 2.552
O 8.450 0.072 1.834
C 7.054 -0.124 1.396
C 6.086 0.806 2.343
C 5.342 1.970 1.405
C 3.736 1.626 1.463
C 2.893 2.134 0.126
C 1.301 1.668 0.329
P 0.611 0.646 -1.129
C -0.777 -0.070 0.025
C -0.818 -1.707 0.013
N -0.281 -2.385 1.246
C 1.174 -2.101 1.514
C 2.036 -3.235 0.636
C -1.165 -2.227 2.459
C -0.855 -2.980 3.921
O -2.318 -1.501 2.456
H 11.181 -3.348 0.285
H 9.667 -3.689 -1.049
H 9.468 -0.823 -0.864
H 6.764 -1.247 1.556
H 6.894 0.110 0.248
H 6.706 1.292 3.229
H 5.270 0.119 2.837
H 5.763 1.975 0.312
H 5.581 3.000 1.914
H 3.542 0.450 1.518
H 3.275 2.080 2.450
H 3.387 1.668 -0.827
H 2.878 3.314 0.133
H 1.272 1.125 1.372
H 0.586 2.616 0.446
H 1.480 -0.481 -0.889
H 0.019 -0.041 -2.282
H -0.199 1.796 -1.494
H 1.631 1.134 -2.066
H -0.771 0.416 1.100
H -1.797 0.294 -0.477
H -0.204 -2.056 -0.944
H -1.945 -2.017 -0.175
H 1.516 -2.274 2.636
H 1.547 -1.033 1.219
H 1.904 -4.325 1.095
H 1.729 -3.171 -0.493
H 3.185 -2.999 0.704
H -0.014 -2.332 4.467
H -0.426 -4.072 3.778
H -1.804 -2.983 4.623
C -5.586 2.227 -3.360
O -4.624 2.991 -4.079
C -3.418 3.188 -3.336
C -2.320 2.214 -3.781
O -2.668 0.860 -3.476
C -3.182 0.165 -4.608
H -6.342 1.874 -4.066
H -5.139 1.359 -2.868
H -6.073 2.862 -2.610
H -3.605 3.106 -2.258
H -3.081 4.209 -3.539
H -1.404 2.442 -3.226
H -2.101 2.329 -4.850
H -2.356 -0.133 -5.261
H -3.900 0.765 -5.174
H -3.688 -0.737 -4.253
C -7.300 1.348 -0.230
O -5.923 0.997 -0.313
C -5.259 1.093 0.950
C -5.112 -0.282 1.612
O -6.386 -0.834 1.960
C -6.840 -1.790 1.007
H -7.802 0.986 -1.132
H -7.788 0.903 0.640
H -7.398 2.440 -0.187
H -5.780 1.796 1.613
H -4.260 1.494 0.756
H -4.550 -0.165 2.544
H -4.552 -0.972 0.969
H -6.320 -2.740 1.164
H -6.689 -1.455 -0.023
H -7.911 -1.947 1.166

=====

(3)
93
Properties=species:S:1:pos:R:3 method="wB97M-V/def2-TZVPD" total_charge=0 smiles="NCCCP(CCCI)c1ccccn1.CCOC(=O)OC.CCOC(=O)OC.CCOC(=O)OC.CCOC(=O)OC"
N 2.218 -3.881 3.057
C 2.310 -3.506 1.634
C 1.218 -4.169 0.791
C -0.170 -4.064 1.428
P -1.521 -4.363 0.200
C -1.924 -6.164 0.486
C -3.350 -6.540 0.927
C -3.447 -6.899 2.399
I -2.656 -8.866 2.797
C -2.853 -3.450 1.085
C -3.432 -2.370 0.436
C -4.351 -1.571 1.108
C -4.671 -1.889 2.409
C -4.053 -2.992 2.980
N -3.166 -3.751 2.351
H 3.116 -4.185 3.407
H 1.956 -3.083 3.621
H 3.287 -3.804 1.247
H 2.207 -2.422 1.514
H 1.196 -3.685 -0.191
H 1.468 -5.224 0.634
H -0.316 -3.047 1.811
H -0.254 -4.750 2.272
H -1.208 -6.538 1.226
H -1.689 -6.687 -0.443
H -3.676 -7.401 0.338
H -4.066 -5.741 0.719
H -4.471 -6.943 2.760
H -2.852 -6.240 3.023
H -3.133 -2.146 -0.582
H -4.789 -0.711 0.615
H -5.364 -1.296 2.992
H -4.287 -3.264 4.007
C 2.022 2.114 -2.035
C 1.601 0.677 -2.233
O 1.447 -0.011 -0.979
C 0.297 0.220 -0.350
O -0.606 0.915 -0.747
O 0.308 -0.451 0.800
C -0.864 -0.279 1.606
H 2.932 2.172 -1.435
H 2.206 2.580 -3.003
H 1.246 2.683 -1.523
H 2.363 0.115 -2.769
H 0.671 0.608 -2.795
H -1.762 -0.467 1.025
H -0.901 0.723 2.031
H -0.778 -1.012 2.404
C 1.729 5.314 -7.952
C 1.214 3.913 -8.193
O 1.013 3.209 -6.954
C -0.119 3.492 -6.311
O -0.992 4.228 -6.690
O -0.110 2.825 -5.156
C -1.236 3.071 -4.308
H 2.634 5.286 -7.344
H 1.965 5.791 -8.904
H 0.981 5.919 -7.441
H 1.944 3.312 -8.730
H 0.282 3.918 -8.758
H -2.178 2.898 -4.824
H -1.209 4.097 -3.942
H -1.137 2.385 -3.471
C -3.550 0.587 8.932
C -4.267 0.196 7.660
O -3.356 -0.337 6.680
C -3.010 -1.612 6.860
O -3.411 -2.341 7.730
O -2.143 -1.945 5.906
C -1.657 -3.292 5.982
H -2.736 1.279 8.714
H -4.247 1.075 9.614
H -3.138 -0.290 9.430
H -4.707 1.065 7.173
H -5.053 -0.533 7.852
H -2.484 -3.997 6.031
H -1.017 -3.415 6.854
H -1.091 -3.450 5.069
C 7.763 5.948 -2.708
C 7.306 6.169 -4.132
O 6.129 5.398 -4.437
C 4.981 5.915 -4.003
O 4.846 6.958 -3.418
O 3.998 5.074 -4.329
C 2.698 5.491 -3.902
H 7.913 4.885 -2.518
H 8.707 6.467 -2.537
H 7.028 6.329 -2.001
H 8.050 5.819 -4.844
H 7.104 7.222 -4.327
H 2.479 6.498 -4.250
H 2.624 5.452 -2.816
H 2.000 4.785 -4.345

=====

(4)
15
Properties=species:S:1:pos:R:3 method="wB97M-V/def2-TZVPD" relative_energy_kcal_mol=103.4 total_charge=0
C 1.271 0.511 -1.089
C -1.668 -1.985 0.232
C 0.850 1.255 0.206
C -0.652 1.232 0.477
Se -1.214 2.723 1.355
H 0.494 -0.113 -1.652
H 1.403 1.259 -1.797
H 2.254 0.133 -1.055
H -2.028 -1.051 0.795
H -1.822 -1.808 -0.730
H -2.345 -2.748 0.472
H 1.309 2.245 0.058
H 1.347 0.743 0.996
H -0.721 -2.240 0.467
H -0.315 3.767 1.985

=====

These records have total energy values of -556.67215 -1829.15833 -2710.28408 -2559.65548 hartree, in the order they appear.